# 1
The following is a DFT calculation (wB97M-V/def2-TZVPD) of C3H8N2 in the gas phase in a non-equilibrium geometry.

Each line ends with the natural charge from an NBO analysis.
Atoms and positions in Å:
C1 -1.6313 0.4364 0.2756  -0.6575
C2 -0.3739 0.0604 -0.4422  -0.0420
C3 0.6667 -1.1050 -0.0754  -0.2380
N1 1.7912 -0.1597 0.1105  -0.4848
N2 0.9811 1.0421 0.0679  -0.4826
H1 -2.0422 -0.3871 0.9471  0.2182
H2 -2.3394 0.7169 -0.4717  0.2185
H3 -1.4473 1.3137 0.8690  0.2435
H4 -0.2658 0.3180 -1.5358  0.1971
H5 0.2815 -1.7975 0.8195  0.1732
H6 0.9414 -1.6861 -0.8752  0.1905
H7 2.1372 -0.3645 1.0813  0.3360
H8 1.3008 1.6124 -0.7707  0.3279

Properties
Energy above the lowest of the compared OMol25 structures with the same formula, charge and spin (kJ/mol): 412.7
DFT total energy (eV): -6217.570
Lowest unoccupied orbital energy (Eh): 0.044
Maximum force (eV Å⁻¹): 5.48
Total charge: 0
Gap between HOMO and LUMO (eV): 9.5
Multiplicity: 1
SMILES string: C[C@@H]1CNN1

# 2
The following is a DFT calculation (wB97M-V/def2-TZVPD) of C3H8N2 in the gas phase in a non-equilibrium geometry.

Each line ends with the natural charge from an NBO analysis.
Atoms and positions in Å:
H1 -1.8083 -1.3983 2.3735  0.3323
N1 -1.2442 -0.5562 2.2420  -0.7268
C1 -1.0255 -0.5507 0.9693  0.2780
N2 -0.7382 0.5910 0.2860  -0.6069
C2 0.0086 0.5206 -0.9563  -0.2154
C3 1.4910 0.1571 -0.8053  -0.6364
H2 -1.1438 -1.4570 0.3710  0.1414
H3 -0.6705 1.3910 0.8931  0.3960
H4 -0.0319 1.4858 -1.4475  0.2019
H5 -0.5097 -0.2313 -1.5406  0.1963
H6 1.9815 0.4279 -1.7442  0.2125
H7 1.7359 -0.9209 -0.7382  0.2084
H8 1.9551 0.5411 0.0973  0.2189

Properties
Energy above the lowest of the compared OMol25 structures with the same formula, charge and spin (kJ/mol): 142.1
DFT total energy (eV): -6220.374
Lowest unoccupied orbital energy (Eh): 0.039
Maximum force (eV Å⁻¹): 1.43
Total charge: 0
Gap between HOMO and LUMO (eV): 9.9
Multiplicity: 1
SMILES string: [H]/N=C/NCC

# 3
The following is a DFT calculation (wB97M-V/def2-TZVPD) of 2 unconnected molecules or ions with the total composition C3H8N2 in a non-equilibrium geometry.

Each line ends with the natural charge from an NBO analysis.
Atoms and positions in Å:
H1 -0.2564 -4.3049 -1.8466  0.3632
N1 0.6422 -3.8822 -2.0498  -0.6773
C1 1.7493 -4.4157 -1.8444  0.2926
N2 2.9112 -4.0344 -2.5709  -0.8672
H2 1.9352 -5.2684 -1.1817  0.1353
H3 3.4361 -3.2908 -2.1563  0.3771
H4 2.6858 -3.7727 -3.5101  0.3762
C2 -2.3616 5.9417 3.8017  -0.3946
C3 -2.9558 6.4471 2.7197  -0.3771
H5 -3.0328 5.6358 4.5997  0.1969
H6 -1.3622 5.5332 3.7745  0.1952
H7 -3.9239 6.9170 2.6496  0.1920
H8 -2.5547 6.1726 1.7488  0.1876

Properties
Energy above the lowest of the compared OMol25 structures with the same formula, charge and spin (kJ/mol): 305.8
DFT total energy (eV): -6218.677
Lowest unoccupied orbital energy (Eh): 0.048
Maximum force (eV Å⁻¹): 2.00
Total charge: 0
Gap between HOMO and LUMO (eV): 11.1
Multiplicity: 1
SMILES string: [H]/N=C/N.C=C